Record 1
Entry from the Open Molecules 2025 dataset: a structure of composition C25H48CuNO4PS (ωB97M-V/def2-TZVPD).

Atoms and positions in Å:
Cu  0.03  -0.64  0.89
O  0.11  -2.33  3.63
C  -0.87  -1.80  3.18
O  -0.96  -0.68  2.53
C  -2.24  -2.48  3.40
N  -3.23  -1.79  2.48
C  -4.43  -1.41  3.28
C  -3.83  -1.15  4.65
C  -2.83  -2.29  4.80
H  -2.16  -3.53  3.11
H  -3.41  -2.31  1.62
H  -2.66  -0.95  2.19
H  -5.11  -2.26  3.30
H  -4.92  -0.56  2.81
H  -4.58  -1.14  5.43
H  -3.32  -0.18  4.66
H  -3.34  -3.20  5.12
H  -2.03  -2.09  5.52
O  1.12  -0.26  -0.60
P  1.64  1.15  -0.86
C  0.33  2.40  -0.63
C  0.10  2.89  0.81
C  -1.11  3.81  0.83
C  -2.40  3.03  0.54
C  -2.11  1.74  -0.24
C  -1.00  1.93  -1.27
C  3.04  1.60  0.24
C  4.45  1.21  -0.25
C  4.76  -0.26  -0.06
C  4.64  -0.65  1.41
C  3.23  -0.35  1.91
C  2.85  1.11  1.69
C  2.24  1.36  -2.57
C  1.21  1.76  -3.66
C  0.68  0.56  -4.46
C  0.75  -0.74  -3.67
C  2.20  -1.08  -3.32
C  3.06  0.18  -3.12
H  0.71  3.27  -1.19
H  0.98  3.40  1.19
H  -0.09  2.04  1.48
H  -0.96  4.59  0.08
H  -1.19  4.32  1.79
H  -3.10  3.66  -0.03
H  -2.90  2.78  1.47
H  -3.01  1.39  -0.74
H  -1.82  0.94  0.46
H  -1.32  2.68  -2.00
H  -0.86  1.00  -1.82
H  2.98  2.70  0.23
H  5.15  1.80  0.35
H  4.61  1.52  -1.28
H  5.77  -0.47  -0.43
H  4.07  -0.88  -0.64
H  5.37  -0.07  2.00
H  4.88  -1.70  1.56
H  3.13  -0.59  2.97
H  2.53  -1.00  1.38
H  3.50  1.74  2.31
H  1.84  1.28  2.05
H  2.91  2.22  -2.44
H  1.72  2.44  -4.34
H  0.38  2.33  -3.24
H  1.26  0.45  -5.38
H  -0.35  0.77  -4.78
H  0.30  -1.55  -4.24
H  0.18  -0.64  -2.74
H  2.65  -1.67  -4.12
H  2.22  -1.69  -2.42
H  3.45  0.51  -4.09
H  3.93  -0.05  -2.51
C  -3.04  -4.11  -1.22
S  -1.90  -2.74  -1.38
C  -2.93  -1.67  -2.36
O  -1.84  -2.10  -0.01
H  -3.17  -4.57  -2.20
H  -3.99  -3.75  -0.84
H  -2.59  -4.83  -0.54
H  -3.20  -2.18  -3.29
H  -2.37  -0.77  -2.59
H  -3.82  -1.43  -1.78

Results
HOMO-LUMO gap   0.3194 hartree
Net charge   +1
Energy   -3717.0299 Ha
E_LUMO   -0.0816 hartree


Record 2
Entry from the Open Molecules 2025 dataset: the molecule C4H10N4 (ωB97M-V/def2-TZVPD).

Atoms and positions in Å:
H  -2.43  1.03  -0.36
N  -1.67  1.12  -1.03
C  -0.74  0.29  -0.85
C  0.84  0.52  -1.04
N  1.17  1.78  -0.60
N  1.69  -0.15  -1.70
H  1.41  -1.09  -1.95
N  -0.48  -0.48  0.34
C  0.10  -1.80  0.28
C  -0.73  0.06  1.66
H  0.43  2.47  -0.63
H  2.04  2.11  -0.98
H  1.15  -1.78  0.59
H  0.02  -2.21  -0.72
H  -0.45  -2.44  0.97
H  -1.16  1.06  1.61
H  0.21  0.13  2.21
H  -1.41  -0.61  2.20

Results
Relative energy (zero: lowest compared OMol25 entry of this formula, charge and spin)   55.0 kcal/mol
HOMO-LUMO gap   0.3363 hartree
Energy   -377.3591 Ha
E_LUMO   0.0265 hartree
Structure (SMILES)   [H]/N=C(/C(N)=N\[H])N(C)C


Record 3
Entry from the Open Molecules 2025 dataset: a structure of composition C28H22BrCl5N6O2Pt (ωB97M-V/def2-TZVPD).

Atoms and positions in Å:
Pt  -0.68  -0.98  -1.46
Cl  0.72  -7.33  -4.21
C  0.24  -5.70  -3.93
C  0.37  -5.14  -2.67
Cl  1.00  -6.05  -1.36
C  -0.03  -3.82  -2.46
Cl  0.10  -3.12  -0.87
C  -0.54  -3.00  -3.48
O  -0.91  -1.77  -3.30
C  -0.66  -3.60  -4.75
Cl  -1.29  -2.63  -6.02
C  -0.28  -4.91  -4.97
Cl  -0.44  -5.60  -6.54
Br  1.35  3.69  8.81
C  2.09  2.42  7.61
C  2.09  2.69  6.25
C  2.62  1.77  5.37
C  3.16  0.56  5.84
C  3.18  0.34  7.22
C  2.63  1.25  8.10
N  3.83  -0.43  5.07
N  3.74  -0.62  3.86
C  2.61  -0.41  3.03
C  1.30  -0.32  3.45
C  0.24  -0.24  2.56
C  0.44  -0.24  1.18
O  -0.60  -0.16  0.38
C  1.81  -0.32  0.71
N  2.02  -0.28  -0.64
C  3.24  -0.38  -1.08
C  4.36  -0.53  -0.24
C  4.18  -0.55  1.11
C  2.87  -0.44  1.63
H  1.68  3.62  5.88
H  2.62  2.00  4.31
H  3.64  -0.57  7.57
H  2.64  1.06  9.17
H  1.07  -0.35  4.51
H  -0.78  -0.19  2.92
H  3.37  -0.34  -2.16
H  5.35  -0.62  -0.68
H  5.01  -0.66  1.79
C  -5.39  1.61  -2.07
C  -4.97  0.16  -2.14
N  -3.54  0.08  -1.88
C  -2.65  1.03  -2.25
N  -1.36  0.77  -2.12
C  -0.34  1.77  -2.44
C  -0.91  3.17  -2.40
C  -2.17  3.20  -3.24
N  -3.11  2.22  -2.71
C  -4.52  2.41  -3.02
H  -5.26  1.98  -1.05
H  -6.44  1.72  -2.34
H  -5.21  -0.26  -3.13
H  -5.48  -0.44  -1.39
H  -3.12  -0.79  -1.59
H  0.07  1.55  -3.43
H  0.47  1.65  -1.72
H  -0.18  3.89  -2.77
H  -1.16  3.44  -1.37
H  -1.94  2.98  -4.29
H  -2.66  4.17  -3.20
H  -4.74  2.12  -4.05
H  -4.73  3.48  -2.93

Results
Relative energy (zero: lowest compared OMol25 entry of this formula, charge and spin)   22.8 kcal/mol
HOMO-LUMO gap   0.2480 hartree
Energy   -6553.4937 Ha
E_LUMO   -0.0118 hartree


Record 4
Entry from the Open Molecules 2025 dataset: a structure of composition C19H24BCl6CsF3KO24P2SV (ωB97M-V/def2-TZVPD).

Atoms and positions in Å:
O  -1.88  -0.36  -0.74
P  -2.36  -1.44  -1.61
O  -3.49  -0.86  -2.61
O  -3.09  -2.52  -0.67
C  -0.94  -2.23  -2.52
O  -0.11  -1.16  -3.00
P  1.45  -1.48  -2.83
O  2.09  -2.00  -4.04
O  1.75  -2.44  -1.59
O  2.23  -0.07  -2.45
C  1.43  1.01  -2.85
C  0.65  1.67  -1.93
C  -0.16  2.72  -2.36
C  -0.14  3.08  -3.69
C  0.71  2.40  -4.65
C  1.49  1.35  -4.21
H  -3.18  -0.04  -3.03
H  -2.43  -2.81  -0.02
H  -1.39  -2.83  -3.32
H  -0.46  -2.89  -1.79
H  2.65  -2.80  -1.73
H  0.68  1.31  -0.90
H  -0.80  3.22  -1.63
H  -0.81  3.91  -4.04
H  0.73  2.65  -5.72
H  2.15  0.78  -4.86
C  -7.13  -4.22  0.08
F  -6.43  -3.14  -0.29
F  -7.56  -3.97  1.32
F  -8.25  -4.24  -0.72
S  -6.18  -5.79  -0.07
O  -5.07  -5.59  0.82
O  -5.85  -5.84  -1.47
O  -7.15  -6.78  0.37
C  9.18  1.02  -3.94
O  8.14  0.04  -3.80
C  7.15  0.41  -2.99
O  7.08  1.46  -2.40
O  6.26  -0.58  -2.94
C  5.13  -0.32  -2.10
H  9.92  0.60  -4.62
H  8.78  1.94  -4.37
H  9.65  1.21  -2.98
H  4.58  0.55  -2.45
H  5.45  -0.17  -1.07
H  4.49  -1.19  -2.14
K  0.48  5.32  -4.28
C  2.99  2.92  -0.31
O  2.55  3.95  -1.04
H  2.65  1.91  -0.62
H  4.09  2.79  -0.24
H  2.71  2.93  0.77
O  0.65  9.00  -3.32
V  1.39  9.90  -2.08
O  1.72  10.65  -0.64
C  -10.59  -7.31  0.14
Cl  -10.73  -6.20  -1.27
Cl  -11.70  -6.81  1.41
Cl  -10.90  -8.97  -0.35
H  -9.57  -7.24  0.51
Cl  0.31  0.54  1.37
C  -1.10  1.40  2.03
C  -0.74  2.78  2.52
Cl  0.28  2.74  3.98
H  -1.53  0.79  2.82
H  -1.83  1.47  1.22
H  -1.65  3.32  2.79
H  -0.22  3.36  1.76
Cl  3.35  10.20  -4.25
Cs  -10.30  -4.02  -2.30
B  1.47  0.08  8.02
O  1.21  1.46  7.57
C  2.26  1.87  6.87
O  2.37  2.95  6.36
C  3.28  0.75  6.82
O  4.34  0.78  6.26
O  2.80  -0.29  7.50
O  1.43  -0.01  9.50
C  0.49  -0.88  9.83
O  0.20  -1.19  10.96
C  -0.16  -1.41  8.57
O  -1.05  -2.22  8.51
O  0.42  -0.84  7.52

Results
HOMO-LUMO gap   0.0816 hartree
Net charge   -1
Energy   -8274.9303 Ha
E_LUMO   -0.1068 hartree


These records have highest occupied orbital energy values of -10.9 -8.4 -7.1 -5.1 eV, in the order they appear.
These records have largest force on an atom values of 0.0096 0.0901 0.0354 0.1238 hartree/bohr, in the order they appear.